Density functional theory data (wB97M-V/def2-TZVPD) for a molecular structure, C10H6CrN4OS5.

Energy relative to the best compared isomer or geometry (same formula, charge and spin) = 36.44 kcal/mol
⟨S²⟩ = 0.78
LUMO (alpha / beta) = 1.9918 / 1.9928 eV
E = -3714.36669 a.u.
2S+1 = 2
Highest occupied orbital energy (alpha / beta) = -4.51 / -4.60 eV
Net charge = -1

The geometry in XYZ format:
```
27
Properties=species:S:1:pos:R:3:forces:R:3:lowdin_spin:R:1
Cr -0.1855 0.1377 -0.1782 -0.200 0.253 0.063 1.078
N 3.9046 -0.9088 -0.7733 -0.015 0.009 -0.099 0.000
C 2.5646 -0.8919 -0.7120 -0.126 0.118 0.063 -0.001
O 1.9753 0.0815 -0.2280 0.149 -0.179 0.014 -0.004
C 1.7336 -2.0284 -1.1896 0.247 -0.004 -0.050 -0.003
C 0.4016 -1.8686 -0.4897 -0.153 -0.020 -0.214 -0.032
H 4.3991 -0.0629 -0.5431 0.024 -0.015 0.017 0.000
H 4.3799 -1.6410 -1.2678 0.018 -0.010 0.035 0.000
H 2.2478 -2.9834 -1.0263 -0.038 -0.005 0.010 -0.001
H 1.6186 -1.9130 -2.2730 -0.021 0.019 0.011 0.000
H 0.4806 -2.1840 0.5622 -0.006 -0.027 -0.018 -0.001
H -0.3494 -2.4887 -0.9631 0.017 -0.099 -0.003 0.001
S -2.1691 7.3323 0.2038 0.086 -0.193 -0.071 -0.002
C -1.7207 5.7368 0.1065 -0.131 0.267 0.176 -0.001
S -2.8291 4.4545 -0.1822 -0.160 -0.021 -0.073 0.001
C -1.6873 3.1435 -0.1130 0.076 -0.102 0.007 0.004
C -0.4161 3.4852 0.1424 0.070 -0.295 -0.079 -0.006
S 0.8240 2.2670 0.1690 -0.082 0.235 0.145 -0.008
S -0.1098 5.1830 0.3510 0.170 0.073 -0.011 -0.002
S -2.1261 1.4792 -0.3502 0.023 0.142 -0.253 -0.041
N -1.8586 -1.0096 -0.0945 0.019 -0.178 0.327 -0.004
C -2.7366 -1.7556 0.0269 -0.058 -0.043 0.039 0.008
C -3.7287 -2.7171 0.1540 0.120 0.073 -0.047 0.006
C -3.3712 -4.0641 -0.1052 -0.112 0.046 0.066 0.001
N -3.0668 -5.1600 -0.3067 0.018 0.001 -0.035 0.003
C -5.0401 -2.3679 0.5605 0.081 -0.044 -0.019 0.001
N -6.1104 -2.0946 0.8942 -0.015 -0.004 -0.003 0.003
```
Positions in Å, forces in eV/Å.

Density functional theory data (wB97M-V/def2-TZVPD) for 31 unconnected molecules or ions with the total composition C10H76N2O34S2 at a distorted geometry.

LUMO = -1.2322 eV
E = -3890.31915 a.u.
Highest occupied orbital energy = -7.81 eV

The geometry in XYZ format:
```
124
Properties=species:S:1:pos:R:3:forces:R:3:mulliken_charge:R:1
C 0.1820 -4.3174 0.0312 -0.145 0.819 0.194 -0.865
C 0.0135 -2.8647 0.0605 0.935 -1.400 -0.015 -0.071
C 1.2069 -2.0269 0.6832 -0.186 -0.063 -2.175 -0.313
C 1.5126 -0.6298 -0.0253 0.991 0.265 0.932 -0.589
C 2.1309 -0.8390 -1.5074 0.690 -0.705 0.975 0.107
S 3.9164 -1.3459 -1.1975 0.092 0.311 -0.325 -0.302
O 2.1862 0.3892 -2.2836 -2.388 -0.304 0.051 -0.238
S 0.6596 0.9390 -2.7091 -1.718 4.148 -2.689 1.264
O 0.1953 0.5048 -4.0618 1.478 -0.316 3.280 -0.654
O 0.6776 2.4433 -2.6049 0.498 -4.232 0.535 -0.638
C -0.4892 0.2495 -1.4030 -0.149 -0.699 0.534 -0.421
N -1.8258 0.8877 -1.4164 0.867 -0.465 0.005 0.008
C -2.7991 -0.2231 -1.1837 -1.204 -0.629 0.114 0.057
C -4.3021 0.2490 -0.9907 -0.333 0.039 0.372 -1.041
C 0.3077 0.4211 -0.0088 1.233 0.135 -2.327 -0.605
N -0.5648 0.3510 1.2105 0.908 6.172 1.815 -0.280
C -0.4658 1.5672 1.7304 0.457 -0.127 2.094 1.024
O -0.3177 2.6309 2.3849 -1.325 -6.157 -3.960 -0.693
H 0.7079 -4.8687 -0.8207 1.132 0.990 2.242 0.221
H -0.1961 -4.9104 0.9288 -1.367 0.268 -2.238 0.235
H -0.9697 -2.4547 -0.3227 0.569 -0.144 2.389 0.302
H 0.9564 -1.8575 1.7870 0.219 -0.251 -1.533 0.225
H 2.1299 -2.7100 0.6708 -1.157 1.005 0.010 0.466
H 2.3651 -0.1461 0.5751 -1.221 -0.617 -0.849 0.491
H 1.6652 -1.7136 -2.0578 0.209 1.307 0.440 0.228
H 4.7255 -0.8069 -2.1953 -1.342 -0.189 0.401 0.251
H -0.6421 -0.8504 -1.6953 0.695 1.334 0.460 -0.045
H -2.0157 1.4011 -2.2858 0.059 -0.236 0.429 0.442
H -2.4449 -0.7817 -0.2456 -0.600 0.826 -1.292 0.010
H -2.7691 -0.9570 -2.0608 0.015 0.776 1.217 0.135
H -4.9743 -0.6535 -0.7678 1.156 1.117 -0.358 0.351
H -4.4290 0.9553 -0.1002 0.369 -0.852 -1.233 0.178
H -4.7566 0.7374 -1.9146 0.952 -0.558 1.284 0.214
H 0.7845 1.4667 -0.0585 -0.592 -1.456 -0.187 0.569
O 4.2969 1.7327 -3.8724 -0.166 -0.336 -0.066 -0.699
H 3.6448 1.4626 -3.2133 0.133 0.201 -0.031 0.413
H 3.9209 1.4354 -4.7098 0.092 0.092 0.027 0.291
O -2.8975 0.1124 3.4214 0.229 0.234 -0.118 -0.623
H -3.3174 0.9734 3.5461 -0.058 -0.146 0.348 0.296
H -2.4247 0.2097 2.5895 -0.089 -0.319 -0.261 0.342
O -6.1246 -0.0976 -3.4661 -0.179 -0.272 -0.446 -0.617
H -5.9435 -0.5128 -4.3197 -0.031 0.274 -0.073 0.320
H -7.0729 0.0836 -3.4915 0.074 0.008 0.088 0.282
O -2.2971 4.5934 0.2373 0.097 -0.195 0.573 -0.709
H -1.8970 3.7360 0.0348 -0.112 0.012 -0.215 0.329
H -1.6518 5.0230 0.8135 0.053 0.150 -0.279 0.273
O -2.2212 -1.9340 -4.0838 0.072 0.079 0.035 -0.613
H -2.2748 -0.9874 -4.2665 0.091 -0.087 -0.092 0.316
H -1.2848 -2.1391 -4.1941 -0.094 0.033 -0.077 0.270
O 6.0056 4.0524 -4.2507 0.089 -0.133 -0.047 -0.632
H 5.3929 3.3138 -4.1236 0.028 0.111 0.061 0.380
H 6.7627 3.8243 -3.6968 -0.049 0.123 0.111 0.322
O -5.7677 -3.0308 -3.0088 0.231 0.039 -0.161 -0.637
H -5.8274 -2.0829 -3.1920 -0.079 -0.065 0.365 0.341
H -4.8301 -3.2312 -3.1174 -0.088 -0.017 0.006 0.326
O 2.4496 -4.9468 -2.4738 0.074 0.487 0.007 -0.549
H 2.8429 -5.6446 -3.0084 -0.112 -0.081 0.224 0.122
H 2.0392 -4.3616 -3.1205 0.082 -0.104 0.006 0.361
O -0.1199 -0.8701 5.1060 0.012 0.066 0.015 -0.631
H -0.5135 -0.5063 5.9077 0.040 -0.023 -0.084 0.290
H -0.8091 -0.7630 4.4382 -0.098 -0.014 0.065 0.317
O 1.2934 -7.3443 -3.3205 0.131 -0.251 -0.465 -0.536
H 0.6465 -7.6150 -2.6608 0.120 0.088 -0.021 0.230
H 0.9118 -7.6434 -4.1564 -0.376 -0.074 0.263 0.278
O 3.0848 -6.2607 -5.6114 -0.171 -0.150 0.139 -0.609
H 2.4363 -6.5344 -4.9485 0.020 0.071 -0.009 0.349
H 2.7045 -6.5582 -6.4461 0.142 0.062 0.025 0.318
O -2.8218 5.3868 3.5755 0.252 -0.077 -0.130 -0.587
H -2.4380 4.6881 3.0313 -0.100 0.054 0.019 0.286
H -3.2231 5.9865 2.9352 -0.061 -0.012 0.159 0.291
O -0.3613 6.7810 5.6501 -0.151 -0.306 0.048 -0.631
H -1.0148 6.5137 6.3070 -0.123 0.332 -0.123 0.335
H -0.7471 6.4998 4.8098 0.022 0.041 0.042 0.343
O 1.3025 5.0840 2.3088 -0.152 -0.121 0.059 -0.624
H 0.6868 4.3512 2.4258 0.238 0.095 0.018 0.381
H 2.0631 4.8401 2.8494 -0.041 0.131 -0.053 0.319
O -5.5352 4.4958 1.2518 0.178 0.205 0.083 -0.575
H -5.5802 5.4450 1.0882 -0.052 -0.107 -0.037 0.293
H -4.6008 4.2813 1.1288 -0.102 -0.086 -0.144 0.255
O -1.3880 -7.2969 -4.5188 0.662 0.465 -0.276 -0.610
H -1.7906 -6.9249 -3.7272 -0.074 -0.130 -0.116 0.303
H -2.0742 -7.2113 -5.1887 -0.019 -0.099 0.177 0.296
O 7.9239 3.5847 -1.6380 -0.175 0.044 -0.282 -0.618
H 8.6064 4.0783 -1.1718 -0.067 -0.211 0.071 0.307
H 7.8953 2.7399 -1.1769 0.128 0.150 0.035 0.307
O -2.2681 2.5683 5.1180 -0.078 0.217 -0.212 -0.597
H -2.6863 3.4306 5.2425 0.000 -0.062 0.027 0.331
H -1.8017 2.6527 4.2775 0.122 -0.066 0.188 0.238
O 2.6381 -1.9193 4.4344 0.091 -0.217 0.193 -0.606
H 3.0313 -2.5906 5.0054 -0.048 0.021 -0.078 0.335
H 1.8298 -1.6596 4.9007 -0.118 0.177 -0.193 0.277
O 9.7218 2.8356 0.5008 0.018 -0.291 0.379 -0.586
H 10.4079 3.3336 0.9673 0.076 0.088 -0.271 0.327
H 9.6919 1.9891 0.9619 -0.119 0.070 -0.079 0.275
O -3.5954 -8.5995 -4.0410 -0.508 -0.426 0.196 -0.618
H -3.7417 -8.9568 -3.1572 -0.084 0.067 -0.091 0.309
H -3.3530 -9.3706 -4.5668 0.030 0.100 0.047 0.318
O -8.5368 4.1154 1.7650 0.212 -0.040 -0.023 -0.627
H -8.5827 5.0634 1.6021 -0.105 -0.117 0.060 0.269
H -7.6008 3.9021 1.6416 0.002 0.073 -0.032 0.405
O 6.7383 -2.7644 0.1172 -0.158 -0.066 0.068 -0.667
H 5.9539 -2.3084 -0.2122 0.121 -0.092 0.134 0.211
H 6.4898 -3.6965 0.1018 0.069 0.070 -0.057 0.322
O -9.1928 1.4347 3.5493 -0.004 0.058 0.061 -0.649
H -9.2493 1.8914 4.3988 0.155 -0.014 -0.117 0.324
H -8.8937 2.1179 2.9371 -0.152 0.060 0.040 0.314
O -8.1545 2.4699 6.3505 0.059 -0.097 0.221 -0.613
H -7.4619 2.9493 6.8188 -0.090 0.028 -0.117 0.301
H -8.1918 1.6166 6.7988 -0.025 0.048 -0.107 0.316
O 0.2906 4.3929 7.7333 -0.186 -0.086 -0.102 -0.611
H 0.3327 3.5768 7.2215 -0.014 0.065 0.082 0.295
H -0.1186 5.0258 7.1301 0.375 -0.090 -0.008 0.300
O 12.0535 4.3633 0.2209 0.118 0.101 -0.111 -0.682
H 12.4506 3.6654 -0.3139 -0.054 0.029 0.079 0.340
H 11.6472 4.9511 -0.4273 0.043 -0.016 0.091 0.330
O -3.7225 3.9260 -2.0843 -0.142 0.079 -0.192 -0.531
H -4.1400 4.4941 -2.7415 0.032 -0.156 0.011 0.280
H -3.3881 4.5372 -1.4189 0.114 0.014 0.056 0.306
O 4.8746 -7.9624 -3.3487 -0.002 0.000 -0.125 -0.624
H 5.2719 -8.6562 -3.8866 -0.026 0.071 0.086 0.294
H 4.4575 -7.3774 -3.9933 0.065 -0.050 -0.077 0.350
O 5.7502 -2.0999 3.9157 -0.183 -0.140 -0.148 -0.626
H 5.9146 -2.4950 3.0508 0.104 0.085 0.057 0.322
H 4.8027 -1.9128 3.9125 0.023 0.160 0.005 0.345
```
Positions in Å, forces in eV/Å.

Density functional theory data (wB97M-V/def2-TZVPD) for a molecular structure, C10H7GaO12S2.

LUMO = 4.6026 eV
E = -4009.62766 a.u.
Highest occupied orbital energy = -3.49 eV
Net charge = -2

The geometry in XYZ format:
```
32
Properties=species:S:1:pos:R:3:forces:R:3:mulliken_charge:R:1
Ga 0.0124 -0.4231 -0.2555 0.040 -0.253 -0.192 0.792
O 0.4511 -3.3950 2.7681 0.053 -0.081 0.071 -0.752
S 0.3845 -2.0047 2.3997 0.033 0.402 -0.300 1.376
O 0.6407 -1.8557 0.9200 -0.176 0.079 -0.029 -0.263
O -0.7676 -1.2593 2.8215 0.012 -0.139 0.119 -0.572
C 1.8549 -1.2306 3.0749 0.020 0.124 0.103 0.143
C 2.7606 -2.0869 3.6895 -0.007 0.055 -0.058 -0.550
C 3.9657 -1.6119 4.1832 0.016 -0.047 0.007 -0.486
C 4.2773 -0.2704 4.0525 0.016 0.057 -0.009 -0.501
C 3.3779 0.5928 3.4444 -0.071 -0.113 -0.021 -0.668
C 2.1557 0.1347 2.9587 0.080 -0.087 0.121 -0.354
S 1.0689 1.4446 2.3515 -0.295 -0.284 -0.293 1.339
O 1.9605 2.5205 1.9953 0.055 0.095 0.074 -0.778
O 0.1501 1.6961 3.4284 0.073 0.114 0.119 -0.695
O 0.3796 0.9029 1.1556 0.075 -0.074 0.070 -0.274
H 2.5000 -3.1337 3.7532 0.005 -0.007 0.014 0.498
H 4.6640 -2.2943 4.6537 -0.017 -0.003 0.000 0.357
H 5.2247 0.1090 4.4183 -0.019 0.009 -0.005 0.351
H 3.6043 1.6424 3.3240 0.008 0.006 0.009 0.503
O 0.7494 -1.9303 -3.8252 0.010 -0.047 -0.006 -0.699
C 0.6599 -1.3277 -2.7742 0.060 0.111 0.002 0.524
O 0.1276 -1.7670 -1.6805 0.004 -0.002 -0.017 -0.543
C 1.2214 0.1337 -2.6326 -0.140 -0.060 0.053 0.613
O 1.7880 0.6914 -3.5453 0.052 0.002 -0.022 -0.671
O 1.0020 0.6566 -1.4553 0.076 0.009 0.025 -0.501
C -2.5954 -2.3610 -0.0515 -0.036 -0.092 0.158 -0.811
C -2.8652 -0.8906 -0.2852 0.034 -0.252 -0.217 0.766
O -3.9991 -0.4684 -0.4331 0.000 0.050 0.063 -0.723
O -1.8139 -0.1224 -0.3582 0.094 0.423 0.211 -0.187
H -3.5210 -2.9190 -0.1736 0.009 -0.034 0.000 0.325
H -2.2154 -2.5067 0.9638 -0.036 0.043 -0.065 0.141
H -1.8321 -2.7153 -0.7454 -0.030 -0.006 0.012 0.299
```
Positions in Å, forces in eV/Å.